Entry from the OMol25 dataset: a cluster of 11 separate species, C22H48Cl6N4O20 in total at a distorted geometry (ωB97M-V with the def2-TZVPD basis set).

XYZ file:
```
100
Properties=species:S:1:pos:R:3:forces:R:3
Cl -11.399 -11.240 -2.115 -0.084 0.093 -0.158
Cl -13.497 -8.659 -4.322 0.220 -0.345 0.024
Cl -16.358 -12.602 -5.723 0.015 -0.063 -0.118
Cl -15.524 -13.894 -2.843 0.054 -0.016 -0.065
Cl -11.786 -6.735 -6.331 0.134 0.039 0.090
Cl -9.712 -12.122 1.760 -0.037 -0.099 0.125
O -12.398 -12.337 -6.102 -0.033 -0.101 0.318
O -9.061 -4.891 -4.038 0.005 0.045 -0.179
O -8.701 -8.594 -7.044 -0.111 0.143 0.049
O -11.822 -6.698 0.619 0.125 -0.044 0.128
O -11.367 -8.259 -0.792 -0.190 -0.324 -0.005
O -6.629 -8.969 -6.623 0.108 0.051 -0.045
O -14.015 -1.718 -8.055 0.006 0.027 0.187
O -7.824 -10.921 -2.762 0.147 -0.108 -0.236
O -7.845 -5.794 -2.508 0.045 0.088 -0.040
O -19.619 -9.066 -4.944 -0.085 -0.096 -0.182
O -19.220 -7.098 -3.895 -0.330 0.228 0.049
O -8.438 -7.315 -9.685 0.091 0.051 -0.110
O -12.617 -10.840 -7.710 0.073 -0.251 -0.172
O -8.803 -9.111 -3.366 -0.183 0.198 -0.325
O -17.644 -8.229 -5.017 0.195 -0.474 -0.197
O -10.598 -11.184 -6.829 -0.309 0.088 0.110
O -13.136 -3.471 -9.179 0.119 0.024 0.200
O -8.556 -5.612 -8.279 0.152 0.051 -0.033
O -12.953 -1.509 -10.034 0.098 -0.171 -0.172
O -10.277 -6.016 -9.644 0.359 0.100 0.025
N -8.467 -4.862 -2.987 0.045 -0.314 0.275
N -11.056 -7.359 -0.046 0.263 0.406 -0.387
N -7.815 -9.749 -3.084 -0.211 0.094 0.828
N -7.626 -9.079 -7.310 -0.171 -0.592 0.128
C -13.428 -2.190 -8.992 -0.050 0.071 -0.032
C -7.559 -9.967 -8.516 0.053 0.345 0.254
C -14.449 -12.776 -3.754 0.117 -0.348 0.162
C -11.020 -7.828 -5.148 -0.334 -1.042 -0.092
C -18.872 -8.035 -4.560 0.163 -0.022 0.157
C -13.425 -4.359 -8.083 -0.258 -0.086 -0.519
C -9.594 -7.014 0.014 -0.599 0.126 0.253
C -10.041 -11.302 0.219 0.135 0.014 -0.473
C -10.820 -6.744 -10.754 -0.263 0.218 0.135
C -15.224 -11.814 -4.605 -0.193 0.665 0.231
C -16.728 -7.169 -4.786 0.250 0.298 0.011
C -11.993 -9.941 -8.626 -0.148 0.732 -0.056
C -8.539 -3.606 -2.200 -0.618 0.281 -0.144
C -9.053 -6.384 -9.235 -0.281 -0.105 -0.075
C -9.892 -11.603 -5.673 1.063 0.226 0.758
C -9.343 -4.573 -7.701 -0.365 0.605 0.346
C -11.874 -8.014 -3.917 -0.186 0.708 -0.512
C -11.905 -11.520 -6.820 0.169 0.130 -0.280
C -11.030 -12.085 -0.607 -0.324 -0.946 0.451
C -13.058 -0.093 -9.937 -0.600 0.148 -0.095
C -20.999 -8.979 -4.609 -0.440 -0.385 -0.029
C -6.515 -9.048 -3.031 0.825 -0.216 -0.781
H -9.899 -4.955 -6.848 -0.034 -0.103 -0.120
H -12.098 -7.047 -3.476 0.264 -0.084 0.414
H -11.957 -12.298 -0.074 -0.053 0.453 0.005
H -13.747 -13.360 -4.342 -0.163 -0.119 0.002
H -10.061 -7.028 -11.475 0.150 -0.029 0.124
H -8.225 -9.515 -9.241 0.190 -0.080 -0.169
H -12.610 -5.073 -8.119 -0.056 -0.113 0.215
H -15.750 -7.538 -5.076 -0.105 -0.004 -0.157
H -5.923 -9.460 -3.852 -0.084 -0.018 0.057
H -11.525 -6.055 -11.214 -0.068 -0.097 0.013
H -10.385 -11.321 -4.746 -0.422 -0.208 -0.086
H -10.415 -10.307 0.432 0.005 0.039 0.015
H -11.383 -8.710 -3.251 -0.023 0.056 0.293
H -21.122 -8.616 -3.593 -0.094 0.161 -0.045
H -10.925 -10.090 -8.742 -0.021 -0.252 0.001
H -12.147 -8.917 -8.272 0.010 -0.088 0.056
H -8.126 -3.760 -1.214 0.261 -0.042 -0.033
H -12.255 0.288 -9.311 0.029 0.150 -0.059
H -9.099 -7.462 -0.836 0.038 -0.157 0.026
H -8.053 -2.824 -2.775 0.206 -0.052 0.071
H -21.546 -8.375 -5.334 0.195 0.328 0.156
H -13.019 0.285 -10.954 0.345 0.009 -0.004
H -9.265 -7.388 0.980 0.261 0.036 -0.076
H -9.597 -3.354 -2.141 0.047 -0.020 0.025
H -14.027 0.194 -9.528 0.125 -0.049 0.174
H -14.376 -4.849 -8.290 0.044 -0.097 0.058
H -6.516 -10.014 -8.805 -0.039 0.050 -0.216
H -13.504 -3.843 -7.131 0.219 0.118 -0.047
H -9.546 -5.931 -0.018 0.114 0.013 0.123
H -6.017 -9.316 -2.107 -0.155 0.070 0.163
H -10.018 -4.118 -8.418 -0.130 -0.136 -0.143
H -10.016 -7.497 -4.914 -0.020 0.345 0.077
H -7.909 -10.950 -8.214 -0.083 0.019 0.153
H -9.640 -12.661 -5.660 -0.343 -0.099 -0.166
H -10.927 -8.799 -5.634 0.088 0.108 -0.203
H -9.104 -11.255 -0.333 0.033 0.196 0.101
H -16.685 -6.881 -3.737 -0.197 -0.008 -0.018
H -8.956 -11.042 -5.642 -0.011 0.010 -0.378
H -13.901 -12.258 -2.973 0.085 0.275 -0.181
H -15.794 -11.124 -3.982 -0.187 -0.176 -0.009
H -21.415 -9.982 -4.694 0.276 -0.072 0.103
H -8.697 -3.775 -7.339 0.402 -0.315 -0.118
H -11.342 -7.620 -10.373 0.027 -0.085 -0.105
H -6.615 -7.984 -3.203 -0.383 0.024 0.215
H -12.516 -10.054 -9.573 0.056 -0.120 -0.020
H -10.651 -13.076 -0.857 0.287 0.162 -0.132
H -17.016 -6.317 -5.402 0.100 0.091 0.121
H -14.556 -11.199 -5.202 0.191 -0.238 -0.058
```
Positions in Å, forces in eV/Å.

As for the energy: -5351.697657 a.u. The SMILES is C[N+](=O)[O-].C[N+](=O)[O-].C[N+](=O)[O-].C[N+](=O)[O-].COC(=O)OC.COC(=O)OC.COC(=O)OC.COC(=O)OC.ClCCCl.ClCCCl.ClCCCl. As for the spin multiplicity: 1.